Below is a structure of composition C44H34F3InN3O3P, with properties calculated with ωB97M-V/def2-TZVPD.

Computed properties:
**ΔE to the lowest compared entry with this formula, charge and spin**: 63.6 kJ/mol
**Multiplicity**: 1

XYZ file:
```
89
Properties=species:S:1:pos:R:3:forces:R:3
In -0.564374 0.554802 0.654845 -0.2 0.3 0.0
C -2.447321 3.871143 3.295848 0.0 0.0 0.0
C -1.496607 3.246404 2.474132 0.0 0.0 0.1
N -1.329614 1.945016 2.442447 -0.1 0.0 0.0
C -2.102602 1.147654 3.230522 0.1 -0.1 -0.1
C -3.097919 1.684934 4.064984 0.0 0.0 0.0
C -3.249465 3.086430 4.075767 0.0 0.0 0.0
C -3.899165 0.811605 4.844179 0.0 0.1 0.0
C -3.701931 -0.530313 4.750658 0.0 -0.1 0.0
C -2.708329 -1.077615 3.903831 -0.1 0.0 0.0
C -1.880415 -0.276779 3.160473 0.1 0.2 0.0
N -0.825851 -0.689468 2.352848 -0.3 -0.2 -0.4
C 0.192932 -1.479787 2.835257 0.2 0.0 0.1
C 0.074892 -2.639870 3.568780 0.0 0.0 0.0
C 1.211703 -3.333884 4.039872 0.0 0.0 0.0
C 2.478932 -2.895142 3.796934 0.0 0.1 0.0
C 2.658124 -1.692421 3.070186 0.0 0.0 0.0
C 3.924131 -1.123681 2.813177 0.0 0.0 0.0
C 4.016802 0.071384 2.158043 0.0 0.0 0.0
C 2.831841 0.691310 1.728933 0.0 0.0 0.0
N 1.642192 0.178251 1.925545 0.1 0.2 0.0
C 1.528593 -0.994107 2.597010 -0.1 0.0 0.0
H -2.541983 4.947730 3.287133 0.0 0.0 0.0
H -0.864232 3.831830 1.816175 0.0 0.0 0.0
H -4.014288 3.527808 4.703849 0.0 0.0 0.0
H -4.669620 1.224122 5.482708 0.0 0.0 0.0
H -4.330493 -1.207225 5.314494 0.0 0.0 0.0
H -2.641226 -2.149836 3.811110 0.0 0.0 0.0
H -0.899015 -3.054193 3.770705 0.0 0.0 0.0
H 1.060124 -4.248376 4.599597 0.0 0.0 0.0
H 3.344102 -3.436464 4.157128 0.0 0.0 0.0
H 4.813228 -1.645573 3.147078 0.0 0.0 0.0
H 4.971679 0.534055 1.950406 0.0 0.0 0.0
H 2.873187 1.627394 1.183626 0.0 0.0 0.0
C 6.191750 0.785936 -1.902609 0.0 0.0 0.0
C 5.704598 -0.498927 -2.078321 0.0 0.0 0.0
C 4.350213 -0.767556 -1.910565 0.0 0.0 0.1
C 3.471154 0.252256 -1.563280 0.0 0.1 0.1
C 3.972939 1.543550 -1.382010 0.0 0.0 -0.1
C 5.319655 1.811847 -1.555128 0.0 0.0 0.0
P 1.681311 -0.005190 -1.279692 -0.3 -0.4 -0.2
C 1.462925 -1.751697 -1.779496 0.1 0.1 -0.1
C 1.230600 -2.190894 -3.078981 0.0 0.1 0.0
C 1.074918 -3.542468 -3.343825 0.0 0.0 0.0
C 1.157179 -4.472867 -2.315274 0.0 0.0 0.0
C 1.395751 -4.045456 -1.018256 0.0 0.0 0.0
C 1.545834 -2.690640 -0.754381 0.0 0.0 0.0
C 0.964000 1.051847 -2.576343 0.0 0.0 0.1
C 1.533627 1.086806 -3.823914 0.0 0.0 -0.1
C 1.037281 1.920397 -4.842462 0.0 0.0 0.0
C -0.019333 2.736771 -4.575075 0.0 0.0 0.0
C -0.618655 2.761989 -3.292436 0.0 0.0 0.0
C -1.706125 3.638762 -3.055346 0.0 0.0 0.0
C -2.311828 3.669297 -1.840251 0.0 0.0 0.0
C -1.855551 2.815988 -0.811086 0.0 0.0 -0.1
C -0.798270 1.958137 -0.977736 0.2 0.0 0.0
C -0.141952 1.911625 -2.253490 0.0 0.1 0.0
H 7.245637 0.991580 -2.038028 0.0 0.0 0.0
H 6.377875 -1.301338 -2.351660 0.0 0.0 0.0
H 3.983284 -1.776717 -2.046852 0.0 0.0 0.0
H 3.294613 2.351192 -1.125365 0.0 0.0 0.0
H 5.691271 2.819544 -1.419804 0.0 0.0 0.0
H 1.139449 -1.475355 -3.886206 0.0 0.0 0.0
H 0.880611 -3.871622 -4.356805 0.0 0.0 0.0
H 1.029056 -5.526659 -2.525994 0.0 0.0 0.0
H 1.449320 -4.759619 -0.206756 0.0 0.0 0.0
H 1.718925 -2.363222 0.265923 0.0 0.0 0.0
H 2.398594 0.467288 -4.032553 0.0 0.0 0.0
H 1.500300 1.912872 -5.820522 0.0 0.0 0.0
H -0.418142 3.391227 -5.341436 0.0 0.0 0.0
H -2.046524 4.272880 -3.865526 0.0 0.0 0.0
H -3.152520 4.327291 -1.659135 0.0 0.0 0.0
H -2.409700 2.816528 0.117272 0.0 0.0 0.0
F -5.348661 -1.392920 1.807712 0.0 0.0 0.0
C -5.049596 -0.686029 0.702155 -0.1 0.0 0.1
F -5.551900 0.543735 0.866353 0.0 0.0 0.0
F -5.707067 -1.253225 -0.322657 0.0 0.0 0.0
C -3.515862 -0.689551 0.449977 -0.2 0.5 -0.3
O -3.037553 -1.768470 0.094115 -0.3 -0.5 0.6
O -2.951395 0.424501 0.568827 0.2 -0.3 0.3
C -3.273911 -0.202300 -2.765185 -0.1 0.0 0.0
C -1.939151 -0.920763 -2.787052 0.2 0.2 0.1
O -1.300709 -0.952805 -1.515035 0.6 0.1 -0.2
H -3.668816 -0.127224 -3.780691 0.0 0.0 0.0
H -3.160788 0.802238 -2.356286 0.0 0.0 0.0
H -4.003667 -0.745986 -2.162552 0.0 0.0 -0.1
H -1.247083 -0.401647 -3.454633 0.0 0.0 -0.1
H -2.052474 -1.943855 -3.161167 0.0 0.0 0.0
H -1.873442 -1.448184 -0.888763 -0.2 -0.2 0.0
```
Positions in Å, forces in eV/Å.

---

Below is a structure of composition C44H35Br2GeN7O2PtS3, with properties calculated with ωB97M-V/def2-TZVPD.

Computed properties:
**ΔE to the lowest compared entry with this formula, charge and spin**: 0.0 kJ/mol
**Multiplicity**: 4
**Total charge**: +1

XYZ file:
```
95
Properties=species:S:1:pos:R:3:forces:R:3
Pt 0.332614 0.226437 0.691694 0.3 -0.3 -0.2
Br 0.997838 -0.015470 7.278835 0.0 0.0 0.0
C 0.797394 0.249942 5.427356 0.0 0.0 0.0
C -0.505177 0.405294 4.891482 0.0 0.0 0.1
C -0.619107 0.500747 3.540800 0.0 0.0 0.0
N 0.435968 0.523038 2.692325 -0.1 -0.1 0.0
C 1.715887 0.435218 3.218894 -0.1 0.1 0.0
C 1.884072 0.256068 4.612209 0.0 0.0 0.0
C 2.774019 0.603070 2.293575 0.0 0.1 0.0
C 4.139645 0.712386 2.637445 0.0 0.0 0.0
C 5.049891 0.986126 1.658329 0.0 0.0 0.1
Br 6.878071 1.094354 2.089186 0.0 0.0 0.0
C 4.641845 1.213204 0.331420 -0.1 0.0 0.0
C 3.311400 1.067804 0.048790 0.0 0.0 -0.1
N 2.404628 0.720502 0.977633 -0.3 -0.2 0.0
H -1.378505 0.413106 5.525507 0.0 0.0 0.0
H -1.595067 0.559946 3.081939 0.0 0.0 0.0
H 2.874159 0.120416 5.022754 0.0 0.0 0.0
H 4.458887 0.600554 3.662840 0.0 0.0 0.0
H 5.341506 1.496128 -0.439812 0.0 0.0 0.0
H 2.938226 1.245746 -0.951272 0.0 -0.1 0.1
C -1.002601 -3.264234 5.436722 0.0 0.0 0.0
C 0.230539 -3.086254 4.822634 0.0 0.0 0.0
C 0.290671 -2.693543 3.494849 0.0 0.1 0.0
C -0.876889 -2.482873 2.758849 0.0 0.0 0.0
C -2.109850 -2.671568 3.382660 0.1 0.0 0.0
C -2.170969 -3.057218 4.717300 0.0 0.0 0.0
Ge -0.771956 -1.978591 0.883054 -0.1 -0.3 0.1
C 0.093859 -3.404069 -0.123467 0.0 0.0 -0.1
C 0.004006 -3.467106 -1.517011 0.0 -0.1 0.0
C 0.565994 -4.519551 -2.222461 0.0 0.0 0.0
C 1.233591 -5.529976 -1.542579 0.0 0.0 0.0
C 1.327822 -5.485645 -0.159806 0.0 0.0 0.0
C 0.758846 -4.432107 0.545636 0.0 0.1 -0.1
C -2.571152 -1.651747 0.185690 0.0 0.2 0.0
C -3.343858 -0.650205 0.779104 0.0 0.0 -0.1
C -4.612273 -0.344772 0.307506 0.0 0.0 0.0
C -5.127067 -1.040825 -0.779822 0.0 0.0 0.0
C -4.380096 -2.051586 -1.367794 0.0 0.0 0.0
C -3.111879 -2.358189 -0.887563 -0.1 0.0 0.0
H -1.051011 -3.566172 6.475380 0.0 0.0 0.0
H 1.143925 -3.243352 5.383468 0.0 0.0 0.0
H 1.259903 -2.524759 3.034990 0.0 0.0 0.0
H -3.029633 -2.527885 2.828298 0.0 0.0 0.0
H -3.133847 -3.200725 5.191883 0.0 0.0 0.0
H -0.510720 -2.687529 -2.066340 0.0 0.0 0.0
H 0.485463 -4.548687 -3.302277 0.0 0.0 0.0
H 1.670506 -6.355470 -2.090254 0.0 0.0 0.0
H 1.838305 -6.276351 0.375625 0.0 0.0 0.0
H 0.828247 -4.422271 1.625406 0.0 0.0 0.0
H -2.942861 -0.107185 1.629328 -0.1 0.0 0.0
H -5.204869 0.422955 0.791142 0.0 0.0 0.0
H -6.114901 -0.805612 -1.155973 0.0 0.0 0.0
H -4.789052 -2.612314 -2.199274 0.0 0.0 0.0
H -2.556612 -3.168155 -1.341313 0.0 0.0 0.0
N -1.619675 0.924253 -1.949914 0.1 0.0 0.0
C -0.483445 0.294180 -2.248360 -0.1 0.0 0.0
N 0.374922 -0.162058 -1.359971 0.3 0.1 0.1
C 1.443018 -0.847315 -1.979429 -0.1 0.0 0.0
C 2.454905 -1.556446 -1.343613 0.1 0.0 0.0
C 3.400613 -2.206422 -2.114087 0.0 0.0 0.0
C 3.344352 -2.175531 -3.507357 0.0 0.0 0.0
C 2.318714 -1.507440 -4.151705 0.0 0.0 0.0
C 1.374907 -0.857359 -3.369505 0.0 0.0 0.0
S -0.062450 -0.024566 -3.903626 0.0 0.0 0.0
H -1.800694 1.185343 -0.988659 0.0 0.0 0.1
H -2.183547 1.324954 -2.678153 0.0 0.0 0.0
H 2.481861 -1.620175 -0.265894 0.0 0.0 0.0
H 4.189748 -2.761592 -1.624481 0.0 0.0 0.0
H 4.097797 -2.688409 -4.090110 0.0 0.0 0.0
H 2.243792 -1.502003 -5.231349 0.0 0.0 0.0
N -1.811785 4.824391 -6.290896 0.0 -0.1 0.1
C -1.134604 4.696192 -5.114141 0.0 0.0 0.0
C -1.523264 5.437921 -3.984872 0.0 0.0 0.0
C -0.858590 5.289172 -2.790148 0.1 0.0 0.0
C 0.206957 4.394561 -2.696982 0.0 0.0 0.0
C 0.615907 3.662516 -3.809516 0.0 0.0 0.0
C -0.047019 3.814770 -5.007767 0.0 0.0 0.0
S 1.049400 4.188829 -1.191378 -0.1 0.0 0.3
O 2.300279 3.541702 -1.429679 0.0 0.0 0.0
O 0.987696 5.400936 -0.419196 -0.1 0.0 0.0
N 0.097947 3.024828 -0.453376 0.1 -0.1 -0.2
C -0.820977 3.286543 0.402966 0.1 0.0 0.1
S -1.190164 4.858487 1.179893 0.1 -0.1 -0.2
C -2.447206 4.109214 2.008174 -0.1 0.1 0.1
C -2.531220 2.752972 1.700578 -0.1 -0.3 0.0
N -1.646578 2.274495 0.842894 -0.1 0.6 0.0
H -2.481686 5.562004 -6.407422 0.0 0.0 0.0
H -1.449504 4.400630 -7.124768 0.0 0.0 0.0
H -2.336282 6.148852 -4.069422 0.0 0.0 0.0
H -1.141651 5.885185 -1.931343 0.0 0.0 0.0
H 1.466716 2.998835 -3.723844 0.0 0.0 0.0
H 0.280680 3.265088 -5.882241 0.0 0.0 0.0
H -3.081547 4.652564 2.692732 0.0 0.0 0.0
H -3.276084 2.088814 2.120491 0.0 0.1 0.0
```
Positions in Å, forces in eV/Å.